No. 1
46
Properties=species:S:1:pos:R:3:forces:R:3 method="wB97M-V/def2-TZVPD" e_lumo_ha="-0.1180 / -0.1180" spin_multiplicity=1 homo_lumo_gap_ev="3.9 / 3.9" homo_ev="-7.15 / -7.15" largest_force_ev_per_a=1.9 charge=0
Pt 0.628 0.157 1.210 0.28 0.22 -0.06
S 2.444 1.535 0.374 0.07 -0.12 0.14
C 1.639 2.619 -0.538 -0.21 0.03 -0.12
N 0.311 2.517 -0.952 0.00 0.03 0.05
C -0.169 3.671 -1.492 0.06 0.29 -0.07
C -1.525 3.609 -1.647 0.04 -0.08 0.04
C -2.156 4.764 -2.097 0.08 0.02 -0.03
C -1.321 5.856 -2.338 -0.02 0.02 -0.01
C 0.073 5.880 -2.128 0.00 -0.01 -0.01
C 0.681 4.724 -1.665 -0.10 -0.11 0.03
S 2.265 4.181 -1.082 0.02 -0.05 0.01
H -2.777 1.884 -1.079 0.02 0.06 0.05
H -3.222 4.838 -2.250 -0.02 -0.02 0.01
H -1.779 6.768 -2.696 -0.01 0.00 0.00
H 0.622 6.792 -2.314 0.03 0.01 0.00
F -3.843 0.855 -0.215 0.00 -0.08 0.11
C -2.841 0.625 0.799 -0.01 0.33 -0.17
C -3.304 0.299 2.136 0.17 -0.36 0.38
F -3.932 1.302 2.820 -0.01 0.01 -0.01
C -2.701 -1.569 3.401 1.48 -0.31 1.13
C -2.234 -2.604 2.580 -0.47 0.05 -0.30
C -1.383 -2.194 1.472 -0.29 0.07 -0.10
F -0.363 -3.040 1.172 0.07 -0.04 -0.01
C -1.829 -0.330 0.383 -0.01 -0.09 -0.10
C -0.614 0.248 -0.379 0.06 0.14 -0.16
C 0.086 -0.444 -1.460 -0.03 -0.09 0.12
N 0.739 -0.899 -2.289 -0.04 0.04 -0.13
C -0.751 1.671 -0.795 -0.26 -0.12 0.31
N -1.846 2.313 -1.202 0.22 -0.18 -0.14
F -2.781 -3.795 2.535 0.09 -0.02 0.10
C -3.115 -1.780 4.753 0.00 0.10 -0.53
C -2.844 -3.032 5.343 -0.39 -0.03 0.15
N -2.620 -4.056 5.828 0.14 -0.06 -0.05
C -3.763 -0.764 5.485 0.03 0.12 0.21
N -4.294 0.067 6.083 0.01 0.03 -0.02
F -1.668 -2.423 -0.998 0.04 0.03 -0.04
C -2.217 -1.841 0.097 -0.03 -0.03 0.18
C -1.117 -0.711 1.702 -0.02 -0.02 0.14
C -2.047 -0.281 2.849 -0.58 -0.02 -0.05
F -1.503 0.515 3.801 0.06 0.09 -0.10
C -4.207 -0.986 2.290 -0.63 0.31 -1.32
F -5.272 -0.871 3.046 0.09 -0.09 0.27
C -4.524 -1.788 1.106 0.04 0.06 0.16
F -5.792 -2.191 1.012 0.03 -0.07 0.01
C -3.668 -2.132 0.128 0.06 -0.04 -0.13
F -4.134 -2.811 -0.914 -0.01 0.00 0.04



No. 2
93
Properties=species:S:1:pos:R:3:forces:R:3 method="wB97M-V/def2-TZVPD" e_lumo_ha=-0.1546 spin_multiplicity=1 homo_lumo_gap_ev=6.5 homo_ev=-10.71 largest_force_ev_per_a=7.3 charge=+1
C 3.855 -2.488 0.981 -0.80 1.18 0.40
C 4.442 -1.329 1.962 1.12 -1.57 -0.59
O 3.535 -1.043 3.069 -1.07 1.97 -1.76
C 2.704 0.095 2.760 1.26 1.71 2.08
O 2.849 1.099 3.484 -1.15 -3.24 -2.65
C 1.705 -0.027 1.527 -0.59 -0.73 1.10
C 0.539 1.077 1.511 0.57 0.14 -1.43
C -0.055 1.161 -0.008 1.93 0.42 1.53
N -1.435 0.601 -0.131 -0.33 -0.24 -0.64
C -2.565 1.535 0.008 2.32 1.58 -1.95
N -3.445 1.668 0.994 0.88 -0.70 -2.69
P -3.291 0.608 2.417 1.92 -0.88 2.53
C -3.385 -1.229 1.977 -1.80 -0.64 -1.02
C -4.689 -1.999 2.507 0.13 -1.16 -0.56
C -4.452 1.103 3.819 -0.80 0.70 0.45
C -3.662 2.063 4.880 -0.76 -0.46 0.21
N -2.532 2.284 -1.286 -2.91 -0.07 0.85
C -2.711 1.122 -2.243 2.35 0.26 0.25
C -2.243 1.307 -3.759 -1.56 -0.17 -0.62
C -2.161 -0.109 -4.555 0.45 0.05 -0.13
C -1.685 0.101 -6.078 0.21 -0.72 0.25
C -1.388 -1.350 -6.764 -1.62 1.03 0.47
S 0.413 -1.705 -6.497 0.23 -1.31 0.77
C 0.613 -3.046 -5.261 -1.91 -4.32 2.39
N -0.185 -4.204 -5.015 1.77 3.36 -1.64
N 0.302 -4.988 -4.001 4.91 5.42 0.40
C 1.460 -4.241 -3.572 -3.23 -2.25 -1.32
O 1.692 -3.064 -4.322 -2.21 -2.17 0.21
C -1.619 0.117 -1.541 -3.71 -0.28 -0.54
O -2.372 -1.123 -1.487 2.91 -0.97 0.24
B -1.460 -2.226 -1.272 0.23 -1.26 -0.93
O -1.227 -3.099 -2.391 -1.15 1.22 2.73
O -0.762 -2.499 -0.045 -1.99 0.14 -1.24
H 3.487 -1.985 0.014 0.77 -1.03 1.18
H 2.898 -2.873 1.497 1.68 0.23 -0.76
H 4.613 -3.318 0.785 -1.18 1.26 0.20
H 5.399 -1.750 2.448 -1.56 0.84 -0.63
H 4.741 -0.381 1.392 -0.55 -1.26 0.84
H 2.337 -0.057 0.579 -0.86 0.23 1.16
H 1.187 -1.049 1.625 0.99 1.33 -0.30
H -0.338 0.812 2.186 1.46 0.47 -0.56
H 1.010 2.092 1.726 -0.83 -1.35 0.15
H 0.063 2.241 -0.361 -0.48 -1.24 0.26
H 0.682 0.542 -0.642 -1.66 0.81 0.73
H -4.177 2.391 0.848 0.62 -0.50 0.02
H -2.459 -1.753 2.380 -1.01 1.11 -0.41
H -3.403 -1.299 0.828 0.27 0.08 1.64
H -5.599 -1.844 1.818 1.40 0.09 1.25
H -4.948 -1.816 3.598 0.34 -0.04 -1.51
H -4.453 -3.127 2.426 -0.39 1.71 0.18
H -4.797 0.202 4.432 0.56 0.89 -1.43
H -5.404 1.606 3.420 1.30 -0.67 0.68
H -3.832 1.638 5.934 0.20 0.68 -1.59
H -4.143 3.093 4.856 1.12 -1.21 0.04
H -2.536 2.062 4.715 -1.59 0.26 0.02
H -1.697 2.861 -1.444 -0.29 -0.60 0.47
H -3.809 0.845 -2.156 1.63 -0.29 -0.17
H -3.081 1.890 -4.293 1.47 -0.57 0.75
H -1.262 1.876 -3.867 -1.20 -0.72 0.35
H -3.163 -0.678 -4.517 1.45 1.06 -0.07
H -1.394 -0.827 -4.086 -1.06 1.07 -0.55
H -2.432 0.668 -6.725 0.76 -0.73 1.01
H -0.690 0.675 -6.113 -1.54 -0.68 0.15
H -2.071 -2.173 -6.356 1.18 1.10 -0.42
H -1.672 -1.216 -7.871 1.15 -0.61 1.49
H 2.063 -4.657 -2.692 -0.44 1.42 -1.75
H -0.719 0.085 -2.236 -0.73 -0.10 1.51
H -1.281 -4.010 -2.027 0.69 0.48 -0.64
H -1.410 -2.563 0.689 0.73 0.45 -0.43
C -1.010 4.275 6.303 0.28 -0.05 0.53
O -2.167 4.655 6.305 0.09 -0.12 0.11
N -0.260 4.032 7.412 -0.28 0.06 -0.84
C 1.115 3.580 7.327 -0.13 0.05 0.19
C -0.854 4.232 8.720 -0.26 0.11 -0.13
H -0.462 4.093 5.363 0.12 -0.03 0.03
H 1.204 2.613 7.828 0.19 0.04 -0.06
H 1.761 4.309 7.823 0.13 -0.14 -0.06
H 1.428 3.474 6.287 -0.09 0.02 0.08
H -1.730 3.585 8.818 0.02 0.11 0.14
H -1.175 5.272 8.813 -0.05 -0.11 0.14
H -0.136 3.998 9.506 -0.01 0.00 -0.17
C 6.691 -1.252 -3.508 -0.23 -0.01 -0.23
O 6.738 -2.218 -2.771 -0.25 0.10 -0.18
N 5.757 -1.048 -4.481 0.55 0.13 0.43
C 5.767 0.131 -5.322 -0.14 -0.26 0.02
C 4.723 -2.045 -4.680 0.21 -0.13 0.24
H 7.430 -0.436 -3.441 -0.03 0.06 -0.08
H 4.825 0.671 -5.189 0.08 0.13 -0.15
H 5.868 -0.176 -6.366 -0.01 0.22 -0.02
H 6.596 0.790 -5.061 -0.06 -0.12 0.03
H 4.155 -2.160 -3.754 -0.05 -0.11 -0.14
H 5.191 -3.002 -4.925 -0.19 -0.03 0.02
H 4.053 -1.747 -5.487 0.12 0.06 0.08



No. 3
83
Properties=species:S:1:pos:R:3:forces:R:3 method="wB97M-V/def2-TZVPD" e_lumo_ha="-0.0162 / -0.0616" relative_energy_kcal_mol=30.6 spin_multiplicity=3 homo_lumo_gap_ev="5.6 / 4.4" s2=2.022 homo_ev="-6.07 / -6.07" largest_force_ev_per_a=4.5 charge=0
W 0.003 0.079 -0.204 -0.99 -1.00 1.57
C -2.461 -0.688 0.092 0.21 0.20 -0.35
C -2.393 0.712 -0.128 -0.09 0.04 -0.56
C -1.750 0.910 -1.429 -0.48 -1.61 0.08
Si -3.203 1.944 1.091 0.91 -0.23 -0.04
C -1.412 -0.404 -1.955 -1.08 0.77 1.04
C -1.850 -1.398 -0.974 -0.11 0.36 -0.41
Si -1.837 -3.310 -1.006 0.81 0.50 0.28
H -2.977 -1.157 0.930 0.39 0.13 -0.08
H -1.695 1.836 -1.970 0.18 0.19 -0.07
H -1.058 -0.610 -2.948 0.23 0.00 -0.13
Cl 4.960 1.972 -1.745 -0.32 -0.11 0.12
C -3.086 -3.978 0.220 0.02 0.29 -0.26
C -2.147 -4.002 -2.718 -0.17 0.09 0.28
C -4.379 1.031 2.227 0.09 0.02 -0.37
C -4.068 3.358 0.222 -0.06 -0.30 0.13
H -3.234 -4.040 -2.867 0.22 -0.04 -0.14
H -1.753 -5.025 -2.756 -0.09 0.15 -0.13
H -1.698 -3.405 -3.517 -0.08 -0.17 0.08
H -2.847 -3.650 1.239 -0.08 -0.15 -0.15
H -3.056 -5.072 0.170 -0.09 0.14 0.13
H -4.094 -3.632 -0.041 0.12 -0.17 0.12
H -5.065 3.005 -0.075 0.16 0.21 -0.03
H -3.536 3.715 -0.665 -0.14 0.01 0.15
H -4.189 4.181 0.936 -0.03 -0.04 -0.21
H -5.176 0.554 1.643 0.06 0.07 0.22
H -4.824 1.762 2.911 0.00 -0.21 -0.01
H -3.849 0.264 2.803 -0.16 0.16 -0.03
C -0.084 -3.659 -0.347 -0.61 0.02 -0.07
C -1.685 2.487 2.098 -0.35 -0.13 -0.15
P 1.061 -2.296 -0.816 0.95 -1.70 -0.96
H 0.225 -4.671 -0.653 0.28 0.45 0.11
H -0.162 -3.654 0.747 0.02 -0.01 -0.05
P -0.169 2.426 1.048 -0.08 1.74 0.53
H -1.556 1.742 2.894 -0.01 0.06 -0.05
H -1.887 3.459 2.577 0.42 -0.26 -0.15
C 1.191 3.077 2.212 0.52 1.60 -0.84
C -0.447 3.942 -0.078 -0.09 -0.72 0.26
C 1.266 -2.647 -2.689 -0.45 0.32 0.61
C 2.744 -2.903 -0.156 0.51 0.56 0.00
C 3.112 -2.169 1.111 0.27 0.87 -0.35
H 3.471 -2.571 -0.935 -0.48 -0.39 0.29
C 2.889 -4.386 0.154 -0.17 -0.28 -0.58
H 2.259 -4.675 1.005 0.10 0.05 -0.23
H 3.935 -4.569 0.434 -0.27 0.05 -0.06
H 2.655 -5.009 -0.709 -0.02 -0.23 0.15
H 3.083 -1.098 0.856 -0.01 -0.73 0.31
H 4.149 -2.251 1.455 -0.13 -0.78 -0.30
H 2.441 -2.433 1.958 0.52 0.22 -0.77
H 0.223 -2.543 -3.053 0.49 -0.01 0.01
C 1.761 -4.054 -3.079 -0.02 0.08 -0.08
C 2.137 -1.564 -3.335 -0.15 0.09 -0.22
H 1.190 -4.873 -2.619 0.19 0.26 -0.03
H 2.834 -4.188 -2.863 -0.40 0.08 0.03
H 1.641 -4.161 -4.171 0.06 0.07 0.37
H 1.644 -0.582 -3.311 0.25 -0.26 0.06
H 2.297 -1.826 -4.391 0.06 0.11 0.28
H 3.120 -1.467 -2.849 -0.30 0.02 -0.20
H -1.390 3.672 -0.594 0.42 0.19 0.11
C 0.685 4.042 -1.105 -0.13 0.03 -0.26
C -0.667 5.291 0.636 0.00 0.02 -0.16
H -1.449 5.266 1.408 0.26 -0.06 -0.16
H -0.998 6.019 -0.125 0.14 -0.23 0.24
H 0.265 5.687 1.070 -0.32 -0.24 -0.11
H 0.678 3.188 -1.797 0.12 0.24 0.26
H 1.680 4.097 -0.638 -0.30 -0.02 -0.21
H 0.533 4.953 -1.703 0.15 -0.21 0.13
C 2.051 2.006 2.773 -0.39 0.59 -0.57
C 0.731 3.889 3.438 -0.21 0.43 -0.74
H 1.846 3.703 1.531 -0.85 -0.37 0.63
H 0.198 3.248 4.144 -0.05 0.09 -0.07
H 0.111 4.746 3.165 -0.02 -0.07 0.24
H 1.634 4.259 3.938 -0.19 -0.03 -0.07
H 1.372 1.536 3.548 1.35 -0.15 -1.03
H 2.995 2.313 3.232 -0.38 0.36 0.20
H 2.441 1.463 1.863 -0.36 0.52 1.15
C 1.816 0.804 -0.882 0.61 0.40 -0.72
H 1.658 1.158 -1.897 0.18 0.20 -0.35
H 2.289 1.635 -0.373 -0.01 0.43 0.27
H 2.672 0.140 -0.952 0.13 -0.41 -0.05
Se 3.211 -0.448 3.570 -0.71 -0.23 -0.49
C 1.967 -0.145 2.261 -3.12 -3.24 -0.24
N 1.005 -0.359 1.510 3.11 1.32 2.89